No. 1
{"formula": "C26H54F5N9O6P3", "method": "wB97M-V/def2-TZVPD", "max_force_ev_per_a": 9.493, "homo_energy_ha": -0.3346, "homo_lumo_gap_ev": 3.42, "lumo_energy_ev": -5.686, "energy_ha": -3489.7588, "total_charge": 1, "spin_multiplicity": 1, "elements": ["C", "C", "C", "N", "C", "C", "O", "C", "N", "N", "C", "F", "F", "C", "C", "C", "C", "C", "C", "F", "F", "F", "C", "P", "O", "O", "O", "H", "H", "H", "H", "H", "H", "H", "H", "H", "H", "H", "H", "H", "H", "H", "H", "H", "H", "O", "P", "N", "C", "C", "N", "C", "C", "N", "C", "C", "H", "H", "H", "H", "H", "H", "H", "H", "H", "H", "H", "H", "H", "H", "H", "H", "H", "H", "O", "P", "N", "C", "C", "N", "C", "C", "N", "C", "C", "H", "H", "H", "H", "H", "H", "H", "H", "H", "H", "H", "H", "H", "H", "H", "H", "H", "H"], "positions_angstrom": [[-2.58867, -5.88188, -4.89820], [-2.17445, -5.06129, -6.25621], [-0.53921, -4.93936, -6.41140], [-0.28226, -3.57186, -7.07921], [-0.52139, -3.54402, -8.59015], [0.66245, -4.43645, -9.36314], [1.82001, -3.90716, -9.76751], [0.13784, -2.45070, -6.35181], [0.35146, -1.07693, -7.01278], [0.40783, -2.52647, -4.86703], [1.82622, -2.17199, -4.49683], [2.29404, -3.24852, -3.54811], [2.78186, -2.26067, -5.66321], [2.03875, -0.68969, -3.83620], [1.95478, 0.75474, -4.60686], [2.20631, 2.21221, -3.82695], [2.60386, 2.22460, -2.20970], [2.71531, 0.79550, -1.40134], [3.06679, 0.66426, 0.22776], [1.79209, 0.14140, 0.84622], [4.08646, -0.40796, 0.48636], [3.39016, 1.96248, 0.86317], [2.42828, -0.62101, -2.21050], [-0.81631, -1.68904, -3.88380], [-0.56039, -1.81187, -2.29889], [-1.15618, -0.04077, -4.39155], [-2.33600, -2.57149, -4.14962], [-2.94626, -6.95653, -5.24156], [-1.66571, -6.01240, -4.19066], [-3.45756, -5.40097, -4.27599], [-2.61167, -5.67347, -7.17824], [-2.69170, -3.98889, -6.33402], [-0.21492, -5.84374, -7.11960], [0.05910, -5.08435, -5.41637], [-1.55300, -4.09076, -8.83316], [-0.61572, -2.46702, -9.03764], [0.42013, -5.59280, -9.50240], [1.19080, -1.16885, -7.64964], [-0.49105, -0.83368, -7.59437], [1.69858, 0.80818, -5.74757], [2.11040, 3.21173, -4.47257], [2.78138, 3.25155, -1.65329], [2.51946, -1.62861, -1.57870], [-1.47565, -0.03246, -5.35324], [-2.33077, -3.25398, -3.41627], [1.13428, 3.42828, 5.90849], [2.57785, 2.87962, 5.79623], [2.10697, 1.72052, 4.59914], [2.68068, 0.39420, 4.37622], [1.77303, 2.30402, 3.29308], [2.44007, 2.10534, 7.35214], [2.48617, 0.66465, 7.55998], [1.42745, 2.64509, 8.27858], [4.23735, 2.24890, 5.66718], [5.09772, 2.52715, 6.84815], [4.96945, 2.89366, 4.55781], [3.69496, 0.42720, 3.96688], [2.07153, -0.18036, 3.66564], [2.69359, -0.22479, 5.26818], [2.66487, 2.58877, 2.73266], [1.15246, 3.19724, 3.39978], [1.20091, 1.60179, 2.67300], [1.59969, 0.16733, 7.15515], [2.54615, 0.42565, 8.63043], [3.39039, 0.21816, 7.13947], [0.41902, 2.31314, 8.00368], [1.44864, 3.74082, 8.29515], [1.61511, 2.32734, 9.30956], [5.10954, 3.59728, 7.08451], [6.12786, 2.19664, 6.66776], [4.79338, 1.98533, 7.74543], [4.96246, 3.98482, 4.65502], [4.53386, 2.63570, 3.59110], [6.00919, 2.55116, 4.50705], [-5.05120, -0.46859, 1.23488], [-4.17308, 0.80258, 1.13203], [-2.79125, -0.02981, 1.76126], [-1.71039, 0.53261, 2.56960], [-2.21306, -1.01930, 0.84236], [-5.00392, 1.52616, 2.48313], [-4.37535, 1.85076, 3.75610], [-6.35608, 1.01978, 2.78365], [-3.16362, 2.26389, 1.01379], [-3.92635, 3.54021, 0.97402], [-2.40259, 2.28681, -0.25218], [-1.06330, 1.21399, 2.00886], [-1.06457, -0.26249, 2.96563], [-2.06109, 1.04978, 3.45754], [-1.62680, -0.54889, 0.05144], [-2.98820, -1.62233, 0.36292], [-1.55573, -1.72255, 1.36990], [-4.10207, 0.95091, 4.31526], [-5.05119, 2.44530, 4.38565], [-3.50036, 2.49280, 3.62972], [-6.31362, 0.05483, 3.30303], [-6.94931, 0.90527, 1.86917], [-6.91528, 1.71652, 3.41686], [-4.67842, 3.52591, 0.17693], [-3.25518, 4.39155, 0.80743], [-4.43184, 3.77435, 1.91261], [-3.06521, 2.18694, -1.11883], [-1.66948, 1.47938, -0.28995], [-1.82156, 3.20999, -0.35750]], "atomic_forces_ev_per_a": [[-0.037, -0.655, -0.170], [-0.853, -0.089, -0.299], [-0.930, -1.373, -0.057], [1.644, 2.629, 2.141], [-0.602, -0.420, -1.311], [5.270, 2.254, -1.458], [-7.769, -3.188, 2.777], [-0.212, -1.238, -2.013], [-0.513, -3.009, 0.080], [-0.119, 0.786, -2.931], [3.212, 0.433, 1.369], [-1.597, 3.309, -3.056], [-3.398, -0.186, 2.702], [1.142, 3.651, 3.131], [0.722, 0.227, 3.281], [0.390, -3.925, 2.050], [-0.768, -3.370, -1.925], [-0.662, -0.165, -3.738], [-1.470, -0.928, 0.142], [4.226, 1.705, -1.558], [-3.246, 4.057, -0.622], [-0.622, -4.795, -2.402], [0.014, 2.509, -1.154], [-3.059, 0.618, 6.615], [-0.313, 0.608, -6.950], [0.255, -4.307, -1.079], [3.643, 1.195, 0.209], [0.780, 2.241, 0.957], [-1.737, 0.246, -1.315], [1.686, -0.778, -1.436], [1.113, 1.334, 1.911], [1.321, -2.315, 0.484], [-0.356, 2.437, 1.272], [-1.263, 0.833, -1.909], [2.244, 1.123, 0.898], [0.567, -2.126, 1.088], [0.570, 2.418, 0.148], [-1.097, 0.149, 0.828], [1.158, -0.477, 0.568], [0.549, -0.205, 2.530], [0.290, -2.526, 1.757], [-0.388, -2.455, -1.276], [-0.299, 2.491, -1.660], [0.567, 0.068, 1.831], [0.082, 1.057, -0.844], [2.657, 3.783, -1.305], [-4.600, -7.851, 2.266], [-0.110, -0.301, -1.666], [0.273, -0.055, 0.018], [-0.614, 0.283, 0.229], [0.021, 0.250, 1.167], [0.873, -0.030, 0.025], [0.095, 0.497, -0.291], [1.240, 3.607, 0.827], [0.253, -0.291, 0.761], [0.041, -0.267, -1.014], [0.167, -0.083, -0.072], [-0.111, 0.436, -0.015], [0.131, 0.277, 0.090], [-0.052, -0.015, -0.005], [0.056, -0.050, 0.232], [0.172, 0.034, 0.271], [-0.045, -0.088, -0.060], [-0.163, 0.255, -0.104], [-0.149, 0.055, -0.206], [-0.020, 0.121, 0.022], [-0.128, -0.333, -0.151], [0.262, -0.230, -0.196], [0.190, -0.126, 0.037], [-0.191, 0.152, -0.400], [-0.314, 0.174, -0.315], [0.261, -0.089, -0.051], [-0.187, 0.026, 0.088], [-0.227, 0.024, 0.242], [-0.168, 1.145, -4.707], [0.953, -1.885, 9.255], [1.401, -0.867, -0.497], [0.118, 0.304, -0.016], [-0.427, -0.440, 0.144], [-1.046, 0.519, 0.195], [0.338, 0.794, -0.231], [-0.005, -0.121, -0.571], [-2.141, 1.047, -3.152], [-0.332, 0.618, 0.492], [0.948, -0.442, -0.168], [0.134, 0.100, -0.021], [-0.256, -0.141, -0.318], [-0.143, 0.116, -0.239], [0.307, -0.036, -0.148], [-0.098, 0.169, 0.095], [-0.116, 0.229, 0.049], [0.076, -0.043, 0.051], [-0.107, -0.224, -0.204], [0.075, -0.244, -0.065], [-0.088, -0.018, -0.085], [0.244, -0.140, 0.255], [0.369, 0.160, 0.015], [0.093, 0.194, 0.045], [0.164, -0.371, -0.217], [0.048, -0.444, -0.170], [0.158, 0.213, -0.061], [-0.140, -0.137, 0.079], [-0.273, -0.069, 0.168]]}


No. 2
{"formula": "CH3O3PS", "method": "wB97M-V/def2-TZVPD", "max_force_ev_per_a": 4.068, "homo_energy_ha": -0.3076, "homo_lumo_gap_ev": 7.31, "de_lowest_kj_mol": 186.61, "lumo_energy_ev": -1.061, "energy_ha": -1005.1271, "smiles": "OC(O)(O)P=S", "spin_multiplicity": 1, "elements": ["C", "O", "O", "O", "P", "S", "H", "H", "H"], "positions_angstrom": [[-0.04324, 0.43384, -0.48453], [1.29620, 0.42995, -0.47570], [-0.81124, 1.18814, 0.45445], [-0.40641, -0.91480, -0.49099], [-0.70479, 1.53762, -2.05086], [-2.23763, 0.52261, -2.60362], [1.73668, -0.33303, -0.86714], [-0.64222, 0.69802, 1.25101], [-1.12216, -1.12385, 0.11654]], "atomic_forces_ev_per_a": [[-2.966, -0.063, -2.784], [2.017, 1.863, 1.272], [2.066, -1.011, -0.494], [-0.096, -0.019, 0.150], [-0.115, -1.302, 0.549], [0.263, 0.376, -0.121], [-0.769, -0.208, 0.135], [-0.110, 0.074, 1.536], [-0.289, 0.290, -0.242]]}


Repeat the second record exactly.
{"formula": "CH3O3PS", "method": "wB97M-V/def2-TZVPD", "max_force_ev_per_a": 4.068, "homo_energy_ha": -0.3076, "homo_lumo_gap_ev": 7.31, "de_lowest_kj_mol": 186.61, "lumo_energy_ev": -1.061, "energy_ha": -1005.1271, "smiles": "OC(O)(O)P=S", "spin_multiplicity": 1, "elements": ["C", "O", "O", "O", "P", "S", "H", "H", "H"], "positions_angstrom": [[-0.04324, 0.43384, -0.48453], [1.29620, 0.42995, -0.47570], [-0.81124, 1.18814, 0.45445], [-0.40641, -0.91480, -0.49099], [-0.70479, 1.53762, -2.05086], [-2.23763, 0.52261, -2.60362], [1.73668, -0.33303, -0.86714], [-0.64222, 0.69802, 1.25101], [-1.12216, -1.12385, 0.11654]], "atomic_forces_ev_per_a": [[-2.966, -0.063, -2.784], [2.017, 1.863, 1.272], [2.066, -1.011, -0.494], [-0.096, -0.019, 0.150], [-0.115, -1.302, 0.549], [0.263, 0.376, -0.121], [-0.769, -0.208, 0.135], [-0.110, 0.074, 1.536], [-0.289, 0.290, -0.242]]}


Question: Which formula does entry 1 have?
Answer: C26H54F5N9O6P3